Entry 1:
One molecule with the formula C6H9ClS in a non-equilibrium geometry. Source: OMol25; level of theory: wB97M-V/def2-TZVPD.

Geometry as ORCA input:
```
! wB97M-V def2-TZVPD RIJCOSX def2/J DEFGRID3
* xyz 0 1
C -0.6668 0.9586 0.6327
C -1.5432 -0.0738 -0.1719
C -0.6630 -1.3282 -0.5884
C 0.7180 -0.6535 -0.5594
C 1.8779 -0.3354 0.4189
C 0.5289 0.0324 0.8408
H 0.7204 2.0711 -0.9160
H -1.1621 1.3119 1.5162
H -1.7739 0.4402 -1.1230
H -2.4488 -0.3446 0.3942
H -0.7740 -2.0416 0.3112
H -1.0439 -1.8296 -1.5172
H 0.7893 0.1814 -1.3235
H 2.4048 -1.0147 1.0307
H 0.1437 -0.7175 1.4651
S -0.3260 2.5481 -0.2058
Cl 3.2188 0.7950 -0.2045
*
```

The SMILES is S[C@H]1CC[C@@H]2[C@@H](Cl)[C@H]21. The calculation puts the highest occupied orbital energy at -9.0 eV. The calculation puts the relative energy (zero: lowest compared OMol25 entry of this formula, charge and spin) at 3.029 eV.

---

Entry 2:
A 2-piece molecular cluster, C3H9NO2 overall in a non-equilibrium geometry. Source: OMol25; level of theory: wB97M-V/def2-TZVPD.

Geometry as ORCA input:
```
! wB97M-V def2-TZVPD RIJCOSX def2/J DEFGRID3
* xyz 1 2
C 1.9476 0.4085 -0.8097
C 0.6525 0.1778 -1.7123
O -0.4307 0.6483 -1.6286
N 0.5935 -0.7600 -2.6739
H 2.1134 -0.4783 -0.0848
H 1.7558 1.3776 0.0447
H -0.2537 -0.7590 -3.3334
H 1.2955 -1.4969 -2.8795
H 2.9338 0.3485 -1.3355
C -2.1381 0.2420 2.2658
O -1.0525 -0.7020 2.7581
H -0.1933 -0.1765 2.9468
H -1.7382 0.8268 1.4164
H -2.5749 0.8122 3.2172
H -2.9106 -0.4690 1.8084
*
```

The calculation puts the highest occupied orbital energy (alpha / beta) at -13.1 / -13.1 eV. Its expectation value of S² is 0.759. The calculation puts the relative energy (zero: lowest compared OMol25 entry of this formula, charge and spin) at 3.243 eV.

---

Entry 3:
C12H23BaN5O6S as an isolated structure in a non-equilibrium geometry. Source: OMol25; level of theory: wB97M-V/def2-TZVPD.

Geometry as ORCA input:
```
! wB97M-V def2-TZVPD RIJCOSX def2/J DEFGRID3
* xyz 0 1
O 1.5440 -1.1752 -2.7968
H 2.6128 -2.6848 -2.3111
Ba -0.2516 1.5809 -1.1264
N 2.1216 1.9179 0.1555
N 1.7775 -0.3959 0.9838
N -2.7049 0.1171 -1.6639
N -1.3858 -0.7816 0.3701
O 2.2184 2.9330 -0.6251
O -3.4246 0.7214 -2.5716
O -0.9444 -0.9897 1.6519
O 1.5082 -1.5622 1.4679
C 3.0534 0.0418 1.1377
C 3.2551 1.3659 0.6692
C -3.2861 -0.9204 -1.0131
C -2.5630 -1.3933 0.1386
C 4.5762 2.0426 0.6728
H 5.3238 1.4680 0.1047
H 4.9648 2.1508 1.6961
H 4.4836 3.0360 0.2252
C 4.1539 -0.7459 1.7543
H 4.9814 -0.8755 1.0416
H 3.7919 -1.7293 2.0645
H 4.5618 -0.2191 2.6303
C -4.6220 -1.4747 -1.3568
C -3.1680 -2.4299 1.0364
H -4.9838 -0.9904 -2.2614
H -5.3419 -1.2925 -0.5491
H -4.5683 -2.5566 -1.5251
H -2.4927 -2.6576 1.8678
H -3.3801 -3.3609 0.4890
H -4.1277 -2.0808 1.4496
H -2.5103 1.9614 -2.7301
H 0.0465 -1.2853 1.5523
C 2.6385 -1.9648 -3.1464
H 3.4980 -1.2916 -3.0839
H 2.3736 -2.2092 -4.1915
H 3.1182 -3.0836 -3.4858
O -1.7181 2.6373 -2.5861
H 0.7453 -1.5284 -3.2185
H -1.8837 3.4053 -3.1616
S -0.9622 1.4076 3.7809
C -2.4052 2.2945 3.4438
C -2.4785 2.5762 2.0862
N -1.4427 2.0561 1.3283
C -0.6246 1.3290 2.0717
H -3.1041 2.6119 4.2087
H -3.2717 3.1467 1.6159
H 0.2975 0.8775 1.7094
*
```

The calculation puts the highest occupied orbital energy (alpha / beta) at -6.9 / -6.8 eV. The calculation puts the relative energy (zero: lowest compared OMol25 entry of this formula, charge and spin) at 0.000 eV.

---

Q: The highest relative energy (zero: lowest compared OMol25 entry of this formula, charge and spin) belongs to which entry?
A: C3H9NO2

---

Q: relative energy (zero: lowest compared OMol25 entry of this formula, charge and spin) of number 3 (C12H23BaN5O6S)?
A: 0.000 eV

---

Q: Look up the relative energy (zero: lowest compared OMol25 entry of this formula, charge and spin) of the second one.
A: 3.243 eV